No. 1
Below is a cluster of 2 separate species, C4H10N2O4S in total in a non-equilibrium geometry, with properties calculated with the ωB97M-V functional and the def2-TZVPD basis.

XYZ file:
```
21
Properties=species:S:1:pos:R:3
C -1.83 -0.76 0.88
C -0.45 -0.31 -2.20
C 1.47 0.52 1.50
C 0.22 -0.53 -0.88
N 0.98 -1.68 -0.74
N -2.00 0.49 1.01
O -2.20 -1.86 1.14
O -0.07 1.96 -0.11
O 2.18 1.35 -0.91
O -2.93 1.09 1.97
S 0.98 0.96 -0.21
H 0.26 -0.41 -3.03
H -1.24 -1.04 -2.34
H -0.87 0.69 -2.22
H 2.46 0.10 1.49
H 1.46 1.44 2.07
H 0.74 -0.18 1.89
H 1.38 -2.07 -1.58
H 1.63 -1.67 0.04
H -1.37 1.22 0.61
H -3.82 0.79 1.75
```

As for the largest force on an atom: 2.41 eV/A. For the HOMO-LUMO gap (alpha / beta), the calculation gives 8.16 / 7.41 eV. As for the spin multiplicity: 1. The value obtained for the energy above the lowest of the compared OMol25 structures with the same formula, charge and spin is 3.8809 eV. As for the HOMO energy (alpha / beta): -7.9 / -7.6 eV.

No. 2
Below is the ion C12H16N with charge +1 in a non-equilibrium geometry, with properties calculated with the ωB97M-V functional and the def2-TZVPD basis.

XYZ file:
```
29
Properties=species:S:1:pos:R:3
C -2.85 -1.59 1.42
C -3.22 -0.24 1.77
C -1.65 -1.77 0.61
C -2.44 0.76 1.17
C -0.84 -0.77 0.23
C 1.75 -1.09 0.09
C -0.38 1.69 0.21
C 0.34 -0.87 -0.56
C 2.63 -2.12 -0.41
C -0.76 2.19 -1.22
C 1.14 1.50 0.17
C 1.39 0.18 -0.57
N -1.20 0.57 0.58
H -3.33 -2.47 1.86
H -4.00 0.08 2.36
H -1.36 -2.82 0.37
H -2.82 1.70 1.40
H 0.32 -1.65 -1.28
H 2.72 -2.17 -1.43
H 2.28 -3.20 -0.10
H 3.57 -1.95 0.04
H -0.04 2.87 -1.43
H -1.63 2.80 -1.21
H -0.74 1.49 -2.02
H 1.57 1.43 1.16
H -0.46 2.48 0.98
H 1.47 2.35 -0.39
H 1.77 -1.07 1.28
H 1.89 0.44 -1.45
```

Its total charge is +1. As for the largest force on an atom: 5.69 eV/A. For the HOMO-LUMO gap (alpha / beta), the calculation gives 6.70 / 5.81 eV. As for the spin multiplicity: 3. The value obtained for the energy above the lowest of the compared OMol25 structures with the same formula, charge and spin is 0.3384 eV. The expectation value of S² is 2.012. As for the HOMO energy (alpha / beta): -9.9 / -13.6 eV.

No. 3
Below is a structure of composition C4H4CoO5 in a non-equilibrium geometry, with properties calculated with the ωB97M-V functional and the def2-TZVPD basis.

XYZ file:
```
14
Properties=species:S:1:pos:R:3
O 0.61 -2.13 0.20
C -1.31 -2.22 1.28
O -1.67 -1.10 1.26
Co -0.40 -3.62 -0.13
O -1.22 -1.23 -2.47
C -1.86 -2.43 -2.61
C 0.16 -1.15 -2.13
O -2.99 -2.37 -3.07
O -1.31 -3.47 -2.11
C 0.51 -0.76 -0.69
H 0.58 -0.40 -2.81
H 0.67 -2.08 -2.40
H 0.36 -0.05 0.14
H 1.37 -0.09 -0.95
```

As for the largest force on an atom: 5.40 eV/A. For the HOMO-LUMO gap (alpha / beta), the calculation gives 7.54 / 7.45 eV. As for the spin multiplicity: 4. The value obtained for the energy above the lowest of the compared OMol25 structures with the same formula, charge and spin is 3.7598 eV. The expectation value of S² is 3.763. As for the HOMO energy (alpha / beta): -9.1 / -9.1 eV.